9
Properties=species:S:1:pos:R:3:forces:R:3 method="wB97M-V/def2-TZVPD" e_homo_ev=-10.818 spin_multiplicity=1 smiles=F[C@@H]1[C@H](F)[C@H]1Cl fmax_ev_per_a=5.2 e_above_lowest_kj_mol=255.3 lumo_energy_ev=0.6 gap_ev=11.410
C -0.1613 0.5915 0.1708 -4.5 2.6 -1.0
C -0.2848 -0.8314 0.3238 1.6 -2.7 1.7
C 0.2386 -0.3816 -0.9882 2.5 -0.7 -1.4
H -1.2676 1.1765 0.2839 3.2 -1.7 -1.1
H 0.5669 -1.1504 1.0857 -2.1 -0.4 -1.6
H 1.4015 -0.6207 -0.9890 -2.6 0.9 -0.7
F -1.4832 -1.4673 0.3960 0.2 0.4 0.4
F -0.3552 -0.6351 -2.3194 1.0 1.0 3.7
Cl 1.0053 1.3674 1.1701 0.6 0.5 0.0